# 1
# C26H49GeN8O3STi

A structure of composition C26H49GeN8O3STi at a distorted geometry (ωB97M-V with the def2-TZVPD basis set, the OMol25 dataset).

The geometry in XYZ format:
```
89
C26H49GeN8O3STi | the OMol25 dataset | ωB97M-V with the def2-TZVPD basis set
Ti -0.60 -0.03 0.11
C 2.60 2.48 4.31
C 3.09 1.74 3.08
C 3.74 2.71 2.11
C 4.06 0.63 3.47
O 1.98 1.11 2.37
Ge 0.26 1.17 2.88
O -0.11 -0.63 2.03
C -0.12 -1.78 2.95
C -0.58 -1.36 4.34
C -1.08 -2.84 2.43
C 1.31 -2.32 3.05
O -0.44 1.70 0.91
C -0.84 3.08 0.59
C -0.96 3.89 1.88
C 0.23 3.70 -0.30
C -2.17 3.02 -0.14
H 3.44 2.94 4.84
H 2.11 1.80 5.02
H 1.90 3.28 4.05
H 4.57 3.24 2.59
H 3.02 3.45 1.76
H 4.15 2.18 1.25
H 4.95 1.05 3.94
H 4.37 0.07 2.59
H 3.60 -0.05 4.18
H -1.53 -0.82 4.30
H 0.16 -0.74 4.85
H -0.71 -2.25 4.95
H -2.11 -2.61 2.69
H -0.84 -3.81 2.87
H -1.02 -2.96 1.35
H 2.03 -1.51 2.96
H 1.54 -3.07 2.29
H 1.47 -2.80 4.02
H -0.01 3.93 2.41
H -1.72 3.50 2.55
H -1.24 4.91 1.63
H 1.19 3.73 0.22
H -0.05 4.72 -0.56
H 0.33 3.14 -1.23
H -2.98 2.65 0.50
H -2.10 2.38 -1.02
H -2.45 4.02 -0.47
C 1.07 -2.53 -0.46
C 2.17 -1.49 -0.52
N 1.68 -0.16 -0.09
C 2.42 0.94 -0.73
C 2.06 1.09 -2.21
S 0.32 0.70 -2.52
C 0.44 -0.97 -3.25
C -0.29 -2.07 -2.49
N -0.20 -1.99 -1.01
H 1.37 -3.43 -1.00
H 0.88 -2.80 0.57
H 3.01 -1.81 0.10
H 2.56 -1.41 -1.54
H 1.88 -0.04 0.91
H 2.17 1.84 -0.18
H 3.50 0.78 -0.63
H 2.22 2.12 -2.53
H 2.67 0.47 -2.86
H 0.03 -0.91 -4.25
H 1.50 -1.19 -3.36
H -1.34 -2.07 -2.76
H 0.12 -3.04 -2.81
H -0.94 -2.60 -0.66
N -2.93 0.72 2.49
C -3.26 -0.32 1.73
N -4.18 -1.15 2.20
C -4.51 -2.13 1.36
N -5.23 -3.15 1.80
N -4.21 -2.12 0.03
C -3.35 -1.23 -0.34
N -2.63 -0.44 0.51
C -3.30 -0.91 -1.82
C -4.16 -1.54 -2.68
C -4.27 -1.04 -3.98
C -3.54 0.09 -4.31
C -2.67 0.63 -3.36
N -2.53 0.12 -2.14
H -3.50 0.88 3.31
H -2.46 1.51 2.07
H -5.55 -3.15 2.76
H -5.58 -3.84 1.16
H -4.75 -2.38 -2.35
H -4.93 -1.50 -4.70
H -3.63 0.54 -5.28
H -2.06 1.49 -3.61
```

Values from the calculation:
**LUMO level (spin up / spin down)**: -5.76 / -5.70 eV
**2S+1**: 2
**Total charge**: +2
**Relative energy (zero: lowest compared OMol25 entry of this formula, charge and spin)**: 0.261 eV
**⟨S²⟩**: 0.75
**Maximum force**: 1.29 eV Å⁻¹
**E_HOMO (spin up / spin down)**: -13.50 / -13.94 eV

***

# 2
# C2H2F2S

A structure of composition C2H2F2S at a distorted geometry (ωB97M-V with the def2-TZVPD basis set, the OMol25 dataset).

The geometry in XYZ format:
```
7
C2H2F2S | the OMol25 dataset | ωB97M-V with the def2-TZVPD basis set
C -1.07 0.00 -0.45
C 0.77 -0.03 0.40
F -1.54 -1.17 -0.56
F 1.70 -0.26 -0.57
S -1.54 1.49 -0.66
H 0.80 -0.94 1.10
H 0.88 0.90 0.75
```

Values from the calculation:
**LUMO level**: -0.01 eV
**Relative energy (zero: lowest compared OMol25 entry of this formula, charge and spin)**: 2.171 eV
**Maximum force**: 6.75 eV Å⁻¹
**E_HOMO**: -9.02 eV

***

# 3
# C10H8N2

The molecule C10H8N2 at a distorted geometry (ωB97M-V with the def2-TZVPD basis set, the OMol25 dataset).

The geometry in XYZ format:
```
20
C10H8N2 | the OMol25 dataset | ωB97M-V with the def2-TZVPD basis set
C 2.59 -2.09 -0.24
C 2.31 -1.59 0.91
C 1.20 -0.71 1.09
C 0.47 -0.38 -0.05
C 0.81 -0.85 -1.33
C 1.95 -1.73 -1.44
C -0.67 0.51 0.12
C -1.69 2.33 1.20
C -2.76 2.20 0.32
C -2.69 1.31 -0.66
H 3.30 -2.72 -0.33
H 3.02 -2.03 1.84
H 0.91 -0.53 2.29
H 0.21 -0.59 -2.12
H 2.30 -2.18 -2.26
H -1.79 3.01 1.87
H -3.62 3.06 0.16
H -3.52 1.11 -1.55
N -0.65 1.44 1.07
N -1.68 0.41 -0.87
```

Values from the calculation:
**LUMO level**: 0.27 eV
**Relative energy (zero: lowest compared OMol25 entry of this formula, charge and spin)**: 3.118 eV
**Maximum force**: 8.60 eV Å⁻¹
**E_HOMO**: -9.03 eV
**SMILES**: c1ccc(-c2ncccn2)cc1

***

# 4
# C12H38O7

A cluster of 7 separate species, C12H38O7 in total at a distorted geometry (ωB97M-V with the def2-TZVPD basis set, the OMol25 dataset).

The geometry in XYZ format:
```
57
C12H38O7 | the OMol25 dataset | ωB97M-V with the def2-TZVPD basis set
C 1.95 -1.29 -2.91
C 2.75 -0.17 -3.56
O 3.73 -0.91 -4.32
H 2.68 -1.94 -2.44
H 1.45 -2.02 -3.51
H 1.33 -0.91 -2.09
H 3.27 0.35 -2.75
H 2.13 0.49 -4.20
H 4.57 -0.50 -4.07
C -3.25 -0.84 -0.52
C -2.76 -0.22 -1.80
O -2.08 0.94 -1.44
H -2.40 -1.15 0.07
H -3.90 -1.68 -0.77
H -3.81 -0.18 0.14
H -3.63 0.03 -2.40
H -2.11 -0.86 -2.42
H -2.07 1.63 -2.14
C -0.38 -5.41 2.71
C -0.76 -4.16 3.42
O -1.22 -3.16 2.50
H 0.32 -5.14 1.90
H -1.26 -5.87 2.28
H 0.15 -6.04 3.42
H 0.03 -3.75 4.08
H -1.63 -4.19 4.12
H -0.55 -3.05 1.81
C -1.56 4.09 0.88
C -2.78 3.21 0.94
O -3.61 3.52 2.07
H -0.84 3.77 1.61
H -1.85 5.12 1.12
H -0.98 4.06 -0.02
H -2.48 2.19 0.94
H -3.47 3.35 0.08
H -3.04 3.69 2.82
C 3.27 3.20 -1.66
C 2.01 2.52 -1.22
O 2.38 1.24 -0.65
H 3.85 3.55 -0.79
H 3.16 4.06 -2.31
H 3.91 2.45 -2.12
H 1.30 2.34 -2.02
H 1.46 3.16 -0.55
H 1.60 0.82 -0.29
C 1.06 0.03 2.47
C -0.24 0.15 1.60
O 0.07 0.12 0.17
H 1.84 0.63 2.00
H 1.32 -1.03 2.52
H 0.84 0.42 3.47
H -0.73 1.12 1.78
H -0.97 -0.64 1.80
H -0.67 0.45 -0.31
O 0.77 -2.65 0.54
H 1.26 -3.14 -0.11
H 0.58 -1.80 0.17
```

Values from the calculation:
**LUMO level**: 0.32 eV
**Relative energy (zero: lowest compared OMol25 entry of this formula, charge and spin)**: 2.182 eV
**Maximum force**: 2.63 eV Å⁻¹
**E_HOMO**: -9.74 eV
**SMILES**: CCO.CCO.CCO.CCO.CCO.CCO.O

***

# 5
# C27H64O27S5

A cluster of 9 separate species, C27H64O27S5 in total at a distorted geometry (ωB97M-V with the def2-TZVPD basis set, the OMol25 dataset).

The geometry in XYZ format:
```
123
C27H64O27S5 | the OMol25 dataset | ωB97M-V with the def2-TZVPD basis set
C -24.73 -7.48 15.01
O -25.87 -8.13 14.43
C -26.36 -7.76 13.24
O -27.32 -8.20 12.71
O -25.68 -6.73 12.78
C -26.13 -6.24 11.55
H -24.57 -7.97 15.96
H -24.79 -6.38 15.09
H -23.92 -7.75 14.36
H -26.23 -7.03 10.79
H -25.29 -5.61 11.23
H -27.13 -5.78 11.59
C -27.39 -5.10 7.88
O -26.07 -4.62 8.03
C -25.13 -5.63 7.87
O -25.36 -6.78 7.52
O -23.95 -5.09 8.22
C -22.86 -5.90 7.79
H -27.39 -5.89 7.12
H -28.05 -4.30 7.56
H -27.72 -5.59 8.79
H -23.18 -6.50 6.95
H -22.56 -6.62 8.54
H -22.03 -5.20 7.62
C -21.39 -7.06 4.01
O -21.15 -5.69 4.41
C -20.29 -5.57 5.45
O -19.93 -6.42 6.20
O -19.95 -4.22 5.47
C -19.32 -3.73 6.66
H -22.46 -7.09 3.88
H -21.12 -7.70 4.82
H -20.86 -7.32 3.10
H -19.31 -2.65 6.50
H -18.34 -4.18 6.69
H -19.91 -4.11 7.50
C -20.05 -0.35 8.99
O -19.44 0.28 10.08
C -20.24 0.40 11.14
O -21.42 0.02 11.23
O -19.62 1.08 12.14
C -20.36 1.16 13.39
H -19.24 -0.45 8.29
H -20.83 0.37 8.66
H -20.40 -1.36 9.25
H -20.58 0.16 13.76
H -21.35 1.59 13.18
H -19.74 1.78 14.03
O -17.24 -1.76 9.04
S -16.67 -1.72 10.37
O -17.42 -2.22 11.50
O -15.35 -2.53 10.42
C -14.56 -2.78 9.17
C -13.94 -1.51 8.75
C -16.16 -0.03 10.73
H -15.19 -3.33 8.45
H -13.78 -3.43 9.55
H -13.53 -0.93 9.58
H -14.57 -0.86 8.17
H -13.12 -1.74 8.11
H -15.27 0.19 10.12
H -15.87 0.13 11.77
H -16.95 0.64 10.38
O -17.24 -9.41 13.67
S -18.16 -8.47 13.07
O -18.06 -8.16 11.66
O -19.67 -8.99 13.39
C -20.80 -8.37 12.69
C -21.90 -9.36 12.76
C -18.27 -6.94 14.01
H -20.51 -8.17 11.66
H -21.09 -7.40 13.11
H -22.78 -8.96 12.24
H -22.13 -9.59 13.82
H -21.65 -10.33 12.32
H -17.29 -6.46 13.86
H -18.52 -7.08 15.07
H -18.92 -6.25 13.48
O -27.83 -1.68 15.00
S -27.23 -0.43 15.49
O -25.96 -0.50 16.17
O -27.12 0.60 14.33
C -26.53 0.12 13.11
C -25.03 0.41 13.13
C -28.38 0.58 16.44
H -26.99 0.83 12.42
H -26.81 -0.91 12.85
H -24.62 0.36 12.10
H -24.47 -0.43 13.57
H -24.83 1.32 13.71
H -28.65 -0.06 17.28
H -29.30 0.80 15.90
H -27.94 1.49 16.83
O -22.08 -5.90 15.74
S -21.34 -4.70 16.03
O -20.17 -4.34 15.25
O -22.33 -3.48 15.79
C -23.74 -3.71 15.63
C -24.29 -3.47 14.24
C -20.98 -4.51 17.75
H -24.24 -3.01 16.28
H -23.97 -4.76 15.87
H -24.05 -2.45 13.88
H -25.36 -3.48 14.32
H -23.97 -4.20 13.50
H -21.89 -4.51 18.34
H -20.42 -3.59 17.77
H -20.26 -5.24 18.04
O -21.41 -5.61 11.60
S -21.48 -4.26 11.06
O -21.24 -4.08 9.64
O -22.95 -3.72 11.43
C -23.52 -2.62 10.56
C -24.96 -2.60 10.95
C -20.47 -3.11 11.96
H -23.42 -2.87 9.49
H -23.04 -1.67 10.87
H -25.20 -2.60 12.02
H -25.45 -3.49 10.53
H -25.42 -1.67 10.62
H -20.55 -3.10 13.06
H -20.74 -2.20 11.44
H -19.44 -3.38 11.60
```

Values from the calculation:
**LUMO level**: 0.19 eV
**Relative energy (zero: lowest compared OMol25 entry of this formula, charge and spin)**: 0.434 eV
**Maximum force**: 2.80 eV Å⁻¹
**E_HOMO**: -10.53 eV
**SMILES**: CCOS(C)(=O)=O.CCOS(C)(=O)=O.CCOS(C)(=O)=O.CCOS(C)(=O)=O.CCOS(C)(=O)=O.COC(=O)OC.COC(=O)OC.COC(=O)OC.COC(=O)OC

***

# 6
# C12H42F2HgNO13S2

A structure of composition C12H42F2HgNO13S2 at a distorted geometry (ωB97M-V with the def2-TZVPD basis set, the OMol25 dataset).

The geometry in XYZ format:
```
73
C12H42F2HgNO13S2 | the OMol25 dataset | ωB97M-V with the def2-TZVPD basis set
Hg -3.84 -2.80 2.08
N -1.88 -0.81 0.45
S -1.94 0.24 -0.58
O -1.18 0.14 -1.80
O -2.33 1.58 -0.13
F -3.39 -0.21 -1.14
S -0.20 -0.59 0.78
O 0.26 0.68 1.24
O 0.69 -1.40 -0.02
F -0.29 -1.36 2.18
O -1.66 -5.23 2.44
H -0.74 -5.09 2.67
H -1.81 -6.16 2.59
O 4.10 0.20 -1.57
H 3.87 0.85 -2.23
H 3.26 -0.19 -1.32
O 0.40 0.72 -5.68
H 0.09 0.62 -4.78
H 1.28 1.09 -5.59
C 0.74 5.74 -3.15
C 0.27 4.57 -2.21
O 1.33 3.70 -1.91
H 1.22 6.59 -2.65
H -0.13 6.16 -3.66
H 1.50 5.28 -3.78
H -0.50 3.99 -2.72
H -0.21 4.94 -1.31
H 1.74 4.12 -1.16
C 0.35 3.80 4.75
C 0.69 5.07 5.47
O 1.66 5.68 4.68
H -0.04 4.02 3.76
H -0.42 3.22 5.26
H 1.19 3.14 4.51
H 1.13 4.89 6.45
H -0.16 5.72 5.66
H 1.93 6.52 5.05
C 4.20 -1.07 3.84
C 5.47 -1.04 4.79
O 6.28 0.09 4.47
H 3.68 -2.02 3.92
H 4.56 -1.04 2.81
H 3.59 -0.19 4.07
H 6.17 -1.87 4.71
H 5.20 -0.95 5.84
H 6.40 0.18 3.52
C -3.38 -4.21 -3.18
C -3.02 -4.70 -1.83
O -4.10 -4.44 -0.95
H -2.64 -4.42 -3.95
H -3.58 -3.14 -3.25
H -4.28 -4.71 -3.53
H -2.17 -4.09 -1.51
H -2.71 -5.74 -1.86
H -4.88 -4.94 -1.21
C 6.51 -4.59 0.66
C 5.78 -4.25 -0.74
O 6.06 -5.17 -1.69
H 5.96 -4.05 1.43
H 7.55 -4.26 0.67
H 6.44 -5.65 0.90
H 6.03 -3.26 -1.12
H 4.69 -4.21 -0.67
H 5.37 -5.07 -2.35
C -9.35 2.37 -3.08
C -7.92 1.85 -3.24
O -7.19 2.60 -2.27
H -10.01 1.75 -3.69
H -9.47 3.36 -3.53
H -9.65 2.35 -2.03
H -7.43 2.02 -4.20
H -7.80 0.81 -2.97
H -7.36 2.25 -1.39
```

Values from the calculation:
**LUMO level**: -10.29 eV
**Total charge**: +1
**Maximum force**: 12.33 eV Å⁻¹
**E_HOMO**: -11.70 eV

***

# 7
# C18H25NO6

A cluster of 2 separate species, C18H25NO6 in total at a distorted geometry (ωB97M-V with the def2-TZVPD basis set, the OMol25 dataset).

The geometry in XYZ format:
```
50
C18H25NO6 | the OMol25 dataset | ωB97M-V with the def2-TZVPD basis set
C 4.98 -0.72 2.04
C 4.05 0.43 1.81
O 2.74 0.00 2.22
C 1.79 0.87 1.81
C 0.44 0.38 2.11
C -0.55 1.48 2.12
O -0.31 2.53 2.70
O -1.73 1.17 1.55
C -2.71 2.25 1.52
C -4.07 1.62 1.65
C 0.16 -0.98 1.64
O 0.89 -1.61 0.89
O -1.01 -1.48 2.12
C -1.31 -2.79 1.59
C -2.77 -3.06 1.79
O 2.06 1.91 1.24
H 6.01 -0.41 1.84
H 4.93 -1.10 3.06
H 4.75 -1.54 1.35
H 4.34 1.31 2.40
H 4.02 0.70 0.75
H -2.51 2.94 2.35
H -2.59 2.76 0.56
H -4.82 2.41 1.69
H -4.29 0.97 0.80
H -4.13 1.03 2.57
H -1.07 -2.78 0.52
H -0.68 -3.54 2.09
H -2.98 -4.10 1.51
H -3.09 -2.92 2.83
H -3.38 -2.42 1.15
C -0.18 -1.46 6.42
N 0.54 -0.42 5.69
C 1.68 0.23 6.27
C 1.56 0.99 7.45
C 2.70 1.61 7.97
C 3.95 1.42 7.37
C 4.05 0.66 6.20
C 2.91 0.13 5.61
C 0.09 -0.01 4.51
H 0.42 -1.76 7.29
H -1.16 -1.09 6.75
H -0.33 -2.32 5.76
H 0.58 1.11 7.90
H 2.60 2.25 8.85
H 4.84 1.86 7.82
H 5.03 0.48 5.74
H 2.94 -0.39 4.65
H 0.40 0.99 4.18
H -0.74 -0.56 4.05
```

Values from the calculation:
**LUMO level**: -0.55 eV
**Relative energy (zero: lowest compared OMol25 entry of this formula, charge and spin)**: 3.279 eV
**Maximum force**: 1.69 eV Å⁻¹
**E_HOMO**: -7.42 eV

***

# 8
# C18H33FLiO18

A structure of composition C18H33FLiO18 at a distorted geometry (ωB97M-V with the def2-TZVPD basis set, the OMol25 dataset).

The geometry in XYZ format:
```
71
C18H33FLiO18 | the OMol25 dataset | ωB97M-V with the def2-TZVPD basis set
Li 10.61 9.72 11.19
C 16.77 11.54 13.54
C 15.42 11.93 12.98
O 14.56 11.37 13.89
C 15.17 10.32 14.63
O 14.69 9.49 15.30
O 16.52 10.43 14.38
F 15.07 11.46 11.64
H 17.12 12.33 14.24
H 17.47 11.20 12.78
H 15.29 13.00 12.99
C 13.90 7.06 14.10
O 13.18 8.11 13.33
C 11.90 8.23 13.42
O 11.48 9.21 12.84
O 11.33 7.30 14.11
C 9.91 7.34 14.26
H 13.91 7.26 15.17
H 14.94 7.05 13.74
H 13.47 6.07 13.96
H 9.54 8.32 14.61
H 9.75 6.55 14.99
H 9.39 7.08 13.34
C 7.35 8.48 10.75
O 7.91 7.59 9.82
C 9.19 7.29 9.94
O 9.97 7.88 10.67
O 9.49 6.25 9.19
C 10.84 5.70 9.30
H 6.25 8.50 10.69
H 7.77 9.46 10.47
H 7.54 8.20 11.76
H 11.04 5.45 10.34
H 11.59 6.50 8.96
H 10.94 4.81 8.65
C 10.13 8.87 6.72
O 9.79 10.29 6.61
C 8.97 10.86 7.43
O 8.49 10.41 8.46
O 8.73 12.11 7.13
C 8.97 12.59 5.79
H 9.30 8.23 6.68
H 10.59 8.71 7.70
H 10.86 8.69 5.93
H 8.26 12.14 5.10
H 9.97 12.35 5.41
H 8.79 13.65 5.83
C 13.84 8.97 9.77
O 13.59 10.05 8.84
C 12.56 10.84 9.16
O 11.68 10.58 9.92
O 12.58 11.99 8.51
C 11.61 12.92 8.79
H 14.91 8.82 9.76
H 13.35 8.03 9.48
H 13.60 9.20 10.79
H 11.79 13.56 9.67
H 10.66 12.45 8.94
H 11.47 13.54 7.92
C 11.63 12.46 12.94
O 10.54 13.12 12.36
C 9.55 12.44 11.86
O 9.51 11.23 11.72
O 8.59 13.30 11.49
C 7.38 12.76 10.87
H 12.39 12.22 12.22
H 11.39 11.57 13.53
H 12.04 13.17 13.65
H 6.82 13.60 10.49
H 6.81 12.38 11.71
H 7.46 11.99 10.10
```

Values from the calculation:
**LUMO level**: -1.76 eV
**Total charge**: +1
**Maximum force**: 4.19 eV Å⁻¹
**E_HOMO**: -13.14 eV